Entry from the OMol25 dataset: C26H43BiCl2N2OP as an isolated structure at a distorted geometry (ωB97M-V/def2-TZVPD).

```
! wB97M-V def2-TZVPD RIJCOSX def2/J DEFGRID3
* xyz -1 1
P -0.16454 0.99988 -1.08282
C -1.82587 0.40982 -1.63547
C -2.43404 1.06654 -2.87728
C -3.88751 0.57895 -3.04286
C -4.02491 -0.94737 -3.06001
C -3.32396 -1.61148 -1.86946
C -1.87555 -1.12863 -1.71875
C 1.27612 0.32562 -2.01153
C 1.30578 0.51081 -3.52982
C 2.64513 -0.01552 -4.08325
C 2.96859 -1.45274 -3.66136
C 2.83013 -1.68147 -2.14845
C 1.50345 -1.14767 -1.59670
C -0.10518 2.82176 -1.01849
C -1.25076 3.33324 -0.11440
C -1.17595 4.84674 0.14603
C 0.20323 5.30515 0.63113
C 1.34461 4.81240 -0.26233
C 1.28420 3.30170 -0.54258
H -2.44062 0.70351 -0.75397
H -1.82977 0.81495 -3.76311
H -2.42236 2.16333 -2.78378
H -4.30934 1.00213 -3.95950
H -4.47737 0.97679 -2.20391
H -5.08572 -1.22000 -3.05914
H -3.59587 -1.34449 -3.98988
H -3.86591 -1.38379 -0.94096
H -3.32422 -2.70080 -1.98539
H -1.42520 -1.57366 -0.81854
H -1.29211 -1.47032 -2.58816
H 2.11712 0.90653 -1.58202
H 3.44581 0.64281 -3.71825
H 1.19916 1.57428 -3.78920
H 0.45583 -0.01812 -3.98914
H 2.64260 0.05829 -5.17677
H 3.98752 -1.70326 -3.97803
H 2.30196 -2.15077 -4.18763
H 2.90353 -2.75379 -1.92402
H 3.65891 -1.18936 -1.62006
H 1.48884 -1.22858 -0.49888
H 0.68566 -1.77249 -1.98707
H -0.27359 3.10422 -2.07424
H -2.22753 3.10043 -0.56788
H -1.20554 2.78959 0.84633
H -1.43280 5.37544 -0.78218
H -1.93687 5.11119 0.89026
H 0.36424 4.94680 1.65671
H 0.22451 6.39830 0.66978
H 2.30762 5.04306 0.20777
H 1.31324 5.34371 -1.22399
H 2.04863 3.05426 -1.29443
H 1.54931 2.74052 0.37069
Bi 0.60446 -0.14954 3.73569
Cl 2.28061 0.68578 1.94513
Cl -1.47115 1.12058 3.05118
C -0.22284 -1.68958 2.36795
H -1.22496 -1.49713 1.97917
C 0.42414 -2.92007 2.11175
C 1.85900 -2.99153 2.16877
C 2.51745 -4.19653 2.03773
C 1.80220 -5.37621 1.78902
C 0.39969 -5.33664 1.69504
C -0.28853 -4.14214 1.82958
H 2.41365 -2.05765 2.30688
H 3.60960 -4.22064 2.11815
H -0.15028 -6.26507 1.50840
H -1.37687 -4.11172 1.74407
H 2.33656 -6.32261 1.67310
N -0.19397 -1.77129 8.10316
C 0.01999 -0.96845 7.02538
N -0.15220 0.36430 7.23480
O 0.29611 -1.48170 5.90882
H -0.30571 -1.34764 9.01786
H 0.11811 -2.72980 8.01769
H 0.17407 1.02285 6.53571
H -0.31177 0.71397 8.17196
*
```

## Properties
- Frontier orbital gap: 4.35 eV
- DFT total energy: -72864.2404 eV
- Lowest unoccupied orbital energy: 2.16 eV
- Energy relative to the best compared isomer or geometry (same formula, charge and spin): 0.0 kcal per mole